DFT (ωB97M-V/def2-TZVPD) results for C30H54BMoN8O2PS2Si3 as an isolated structure in a non-equilibrium geometry.

```
102
Properties=species:S:1:pos:R:3:forces:R:3:mulliken_spin:R:1
H 3.019 -2.053 -1.919 0.01 0.10 0.00 -0.002
H -2.734 -4.940 -1.689 -0.03 -0.04 -0.04 0.000
H 4.678 -0.984 -4.252 -0.03 -0.06 -0.02 0.000
C -1.513 -2.374 1.522 0.13 -0.19 -0.03 -0.010
H 1.673 -3.537 5.079 0.02 0.01 0.03 0.000
Mo 0.187 -0.468 -0.522 0.17 -1.16 -0.12 0.971
Si -2.404 -2.504 -2.000 0.04 -0.13 0.07 0.000
C 2.517 -3.014 -1.985 -0.09 0.02 -0.02 0.009
H 4.210 -3.888 4.803 -0.01 0.03 0.03 0.000
H -3.932 -0.562 2.716 -0.05 0.01 0.03 0.000
C -2.632 -4.090 -1.015 0.04 0.03 -0.01 0.001
B -2.344 1.121 1.058 0.07 0.03 0.04 0.002
H -3.021 2.804 -3.309 -0.02 0.03 -0.06 0.000
N -2.422 1.342 -0.470 0.03 -0.03 0.04 0.013
H 2.646 -3.732 2.185 -0.01 -0.02 0.03 0.000
H 0.937 -5.297 -3.097 0.03 -0.04 -0.03 -0.001
P 2.204 -0.858 2.770 0.34 -0.16 -0.16 0.015
S 0.737 -0.268 3.804 -0.37 0.18 0.22 -0.002
C -2.620 -2.341 2.360 0.01 0.05 -0.04 0.000
N -4.700 1.835 1.317 0.00 -0.04 -0.23 0.000
H 1.743 1.577 -5.631 -0.05 0.06 0.04 0.000
H 4.798 1.897 1.084 -0.02 0.01 0.02 0.000
H -0.819 -3.175 1.329 -0.01 -0.01 0.02 -0.001
H -4.012 2.669 -0.746 -0.04 0.03 0.01 0.001
H -2.571 2.019 3.755 0.09 0.00 0.06 0.000
C 2.289 0.689 -2.737 0.10 0.01 -0.06 0.114
H 5.840 0.333 -4.407 0.05 0.00 -0.04 0.000
C 4.586 -0.101 1.860 -0.02 -0.02 -0.15 0.001
H -1.950 -3.499 -4.285 0.08 -0.07 -0.02 0.000
Si 0.756 -2.947 -2.614 0.04 0.09 -0.11 -0.019
C -1.564 1.371 -2.452 0.02 -0.08 -0.05 0.019
N -1.341 -1.199 0.924 -0.19 0.13 0.10 0.001
H 1.676 -2.775 -4.894 0.04 -0.04 -0.03 0.000
H 5.405 -0.666 3.770 -0.03 -0.04 0.01 0.000
C 2.788 -3.486 3.241 0.02 0.03 0.01 0.006
C 1.541 -3.807 4.032 -0.04 -0.05 0.04 -0.002
H 2.633 -3.543 -1.044 -0.04 -0.05 0.11 -0.001
H 4.518 -1.119 1.466 0.01 0.06 0.06 -0.003
H -5.124 2.631 4.479 -0.02 0.02 0.06 0.000
N -3.444 1.783 1.827 -0.18 0.04 0.11 0.000
H 1.010 -1.230 -4.382 0.06 0.08 0.01 -0.003
H 0.137 -5.114 -1.545 0.00 -0.01 0.05 0.000
C 1.490 0.287 -1.900 0.07 0.20 0.15 -0.110
H 3.331 1.778 -6.358 0.01 -0.02 -0.08 0.000
H -3.847 -1.099 -0.465 0.04 0.00 0.08 0.000
C -5.483 2.188 2.315 0.01 0.02 0.01 0.000
H 3.893 -5.253 3.728 0.00 -0.04 -0.01 0.000
H 5.736 1.008 3.294 -0.02 0.04 0.03 0.000
H -3.750 -0.389 -2.086 0.02 0.06 -0.03 -0.001
S 1.700 -1.588 0.835 0.07 -0.04 -0.28 0.067
H -2.745 -1.933 -4.389 0.02 0.07 -0.04 0.000
H -0.064 -2.506 -4.945 -0.12 -0.05 -0.03 -0.001
H 2.700 0.158 -6.060 0.00 -0.07 0.00 0.000
H 1.351 -4.878 3.971 -0.02 -0.05 0.01 0.000
H -4.680 -1.851 -1.812 -0.07 0.02 0.01 0.000
C -0.599 2.883 1.958 -0.02 -0.02 -0.05 0.007
O 3.299 0.236 2.473 -0.07 0.04 0.16 0.004
H -3.555 -4.009 -0.439 -0.05 -0.01 0.04 0.000
C 0.751 3.084 1.727 -0.04 -0.05 0.04 0.001
C -4.758 2.350 3.509 0.19 -0.05 0.01 0.000
H -1.324 3.508 2.446 -0.03 0.05 0.04 -0.001
C -3.767 -1.322 -1.524 0.03 -0.08 -0.08 0.001
H 2.123 1.694 0.646 -0.02 0.05 0.01 0.000
H -0.864 1.113 -3.229 0.02 0.04 -0.07 0.002
C -2.655 2.231 -2.479 0.06 -0.07 0.03 0.003
C 5.647 -0.016 2.933 0.03 0.01 -0.05 0.002
O 3.086 -2.059 3.295 0.00 0.11 -0.09 -0.004
H 3.315 3.660 -3.690 -0.06 0.03 0.00 0.000
C 1.151 1.963 1.023 0.15 -0.12 -0.01 0.025
H 5.272 -0.159 -2.813 0.02 0.03 0.07 -0.001
H 6.610 -0.320 2.525 0.03 0.00 -0.03 0.000
H -6.538 2.321 2.145 -0.07 0.00 -0.01 0.000
C -3.097 -1.051 2.244 -0.02 -0.01 -0.01 -0.002
N -2.318 -0.386 1.381 0.02 0.09 0.02 -0.029
C -3.164 2.186 -1.196 -0.03 -0.01 -0.02 0.014
H 0.667 -3.275 3.656 0.01 0.00 -0.05 0.001
H -3.013 -3.132 2.971 -0.01 -0.05 0.03 0.000
H 5.742 0.675 0.230 0.03 -0.01 0.00 0.000
C 4.028 -4.173 3.767 -0.05 -0.03 0.00 0.001
C 4.970 -0.014 -3.849 -0.03 0.06 -0.04 0.007
N -0.958 1.707 1.435 -0.08 -0.13 -0.03 0.011
Si 3.575 1.216 -3.986 -0.18 -0.06 0.17 -0.007
C 4.110 2.937 -3.516 0.03 -0.03 -0.09 0.004
C 0.177 -4.723 -2.562 0.03 0.03 0.09 -0.003
C -3.464 2.067 3.157 -0.12 0.04 0.07 0.000
C -2.694 -2.861 -3.818 0.04 0.07 0.02 -0.001
C -0.633 -1.751 -1.848 -0.24 0.12 -0.11 -0.035
H -3.657 -3.360 -3.933 -0.10 -0.02 0.04 0.000
H 1.354 3.913 2.043 0.05 0.07 0.01 0.000
H 3.018 -3.607 -2.755 0.08 -0.02 -0.01 0.000
N -1.428 0.834 -1.237 -0.19 0.20 -0.09 -0.041
C 2.753 1.170 -5.660 0.12 0.07 0.01 0.001
H 4.403 3.004 -2.469 0.03 -0.04 0.07 -0.001
H -1.838 -4.331 -0.313 0.07 0.03 -0.02 -0.001
C 0.839 -2.306 -4.375 0.03 0.01 0.13 0.006
C 4.786 0.870 0.716 0.05 -0.01 -0.04 0.005
H 4.967 3.228 -4.124 0.04 0.05 -0.02 0.001
H 4.903 -3.914 3.173 0.01 0.02 -0.02 0.000
H 4.001 0.763 -0.036 0.01 -0.04 0.01 -0.003
N 0.112 1.131 0.854 0.24 0.69 0.15 -0.032
H -0.779 -4.916 -3.038 -0.06 0.02 -0.03 0.000
H -0.647 -1.033 -2.690 -0.11 -0.01 -0.05 0.001
```
Positions in Å, forces in eV/Å.

The total charge is +1. The HOMO-LUMO gap (spin up / spin down) comes out at 6.20 / 6.76 eV. As for the multiplicity: 2. The relative energy (zero: lowest compared OMol25 entry of this formula, charge and spin) is 8.0 kcal per mole. Its expectation value of S² is 0.766. The calculated total energy is -3863.3724 a.u.